[1]
{"formula": "C2H11N2O3", "method": "ωB97M-V with the def2-TZVPD basis set", "symbols": ["N", "C", "C", "N", "O", "H", "H", "H", "H", "H", "H", "H", "H", "H", "O", "H", "H", "O"], "coordinates": [[-0.41383, 0.44409, 0.36380], [1.08509, 0.45366, 0.38807], [1.53654, 0.84058, -1.02018], [2.78888, 1.28989, -1.16154], [0.75306, 0.72930, -1.94128], [-0.78516, -0.12510, -0.40723], [-0.79994, 0.02362, 1.22865], [-0.75439, 1.38793, 0.20208], [1.39181, -0.54810, 0.65597], [1.37830, 1.21342, 1.09921], [3.45803, 1.46473, -0.43500], [3.00244, 1.61780, -2.09493], [-1.40438, -2.12775, -2.01267], [-2.52381, -1.96648, -0.98273], [-1.55807, -1.92854, -1.07971], [-2.38187, -1.68005, 2.13382], [-2.53073, -0.36459, 2.95881], [-2.24197, -0.72441, 2.10486]], "forces_ev_per_a": [[0.4, -0.2, 0.2], [-0.8, 0.2, -0.5], [0.0, -0.2, 0.1], [0.0, 0.2, -0.6], [-0.2, 0.0, 0.0], [0.2, -0.3, -0.3], [-0.3, 0.3, -0.1], [-0.2, 0.1, 0.2], [0.4, -0.1, 0.2], [0.3, -0.1, 0.4], [-0.1, -0.1, 0.2], [0.2, -0.1, 0.1], [0.1, 0.0, 0.1], [0.4, 0.0, -0.1], [-0.4, 0.3, 0.0], [0.0, 0.2, 0.2], [0.0, -0.3, -0.3], [0.1, 0.1, 0.2]], "nbo_charge": [-0.694, -0.318, 0.644, -0.791, -0.603, 0.484, 0.471, 0.433, 0.252, 0.233, 0.415, 0.427, 0.498, 0.488, -0.969, 0.503, 0.503, -0.976], "total_charge": 1, "multiplicity": 1, "relative_energy_kj_mol": 0.0}

[2]
{"formula": "C13H27F6N2O3P", "method": "ωB97M-V with the def2-TZVPD basis set", "symbols": ["C", "C", "C", "N", "C", "C", "N", "C", "C", "C", "C", "C", "O", "C", "C", "O", "C", "O", "H", "H", "H", "H", "H", "H", "H", "H", "H", "H", "H", "H", "H", "H", "H", "H", "H", "H", "H", "H", "H", "H", "H", "H", "H", "H", "H", "F", "P", "F", "F", "F", "F", "F"], "coordinates": [[-2.66317, -4.64719, 0.88453], [-3.70645, -3.52393, 1.04195], [-2.97844, -2.19050, 1.34046], [-1.89139, -2.01921, 0.35052], [-0.94327, -0.97424, 0.68427], [0.39204, -1.66577, 0.96747], [1.42606, -0.74636, 1.58445], [0.83971, 0.19572, 2.57197], [1.82718, 1.22279, 3.15146], [1.87548, 2.56446, 2.42748], [2.50337, 2.50499, 1.01059], [1.65225, 3.18944, -0.07208], [1.75941, 2.48337, -1.29949], [0.79430, 1.56766, -1.50661], [1.30493, 0.32334, -2.17579], [-0.33579, 1.70698, -1.21494], [-0.43993, 0.84279, 2.03359], [-1.38621, -0.13468, 1.71558], [-2.30649, -4.71272, -0.13367], [-1.80109, -4.41399, 1.49873], [-3.12021, -5.57631, 1.20216], [-4.28123, -3.74913, 1.93322], [-4.34035, -3.43862, 0.16890], [-2.59078, -2.29574, 2.34153], [-3.68285, -1.36785, 1.27236], [-2.34020, -1.69152, -0.49626], [-0.80577, -0.37357, -0.21283], [0.78462, -1.97927, 0.00986], [0.29449, -2.57322, 1.54697], [2.09570, -1.34770, 2.06148], [1.93626, -0.29003, 0.82550], [0.50470, -0.41738, 3.40292], [1.48297, 1.40439, 4.16400], [2.82962, 0.82094, 3.26998], [0.91323, 3.05808, 2.39878], [2.50681, 3.21878, 3.01645], [3.43661, 3.04832, 1.05769], [2.77149, 1.50243, 0.68307], [2.06661, 4.17257, -0.24939], [0.63609, 3.35239, 0.27129], [0.49210, -0.29869, -2.50064], [1.89039, 0.63849, -3.02997], [1.93273, -0.21066, -1.45182], [-0.78910, 1.49484, 2.81688], [-0.17714, 1.40021, 1.13462], [-0.18600, 1.26622, -7.42227], [-0.05718, 1.42235, -5.79646], [0.05055, 3.03545, -6.07286], [0.68719, -0.01933, -6.05926], [-0.51363, 0.75165, -4.35254], [-1.68047, 1.63850, -5.81006], [1.33026, 1.83048, -4.98376]], "forces_ev_per_a": [[-0.7, 0.5, 0.0], [1.3, 0.3, 0.5], [-0.5, -1.2, -1.0], [-0.2, 1.0, 0.4], [0.1, -0.3, -0.8], [-0.1, 0.0, -0.3], [-0.1, -0.7, -0.3], [-0.3, 0.7, 1.0], [-0.5, 0.2, -0.2], [0.9, -0.2, -0.4], [-0.4, 0.5, 0.3], [0.5, 0.5, 0.2], [0.2, 0.0, 0.5], [1.4, -1.3, -1.7], [0.4, 0.5, 0.3], [-2.3, 0.7, 1.4], [1.3, -0.6, -0.7], [-0.4, -0.1, 0.7], [0.0, -0.2, -0.2], [0.2, -0.2, 0.3], [0.2, -0.4, -0.1], [-0.6, 0.0, -0.1], [-0.3, 0.0, -0.1], [0.3, 0.3, 0.3], [0.0, 0.2, 0.4], [-0.1, -0.3, -0.2], [0.1, 0.3, -0.1], [0.1, -0.1, -0.2], [-0.2, 0.1, 0.6], [0.2, 0.2, 0.0], [-0.1, 0.3, 0.1], [0.1, -0.5, 0.0], [-0.1, 0.0, 0.3], [0.2, -0.2, -0.2], [-0.4, -0.1, 0.0], [0.0, 0.1, 0.3], [0.4, -0.1, -0.1], [-0.1, -0.2, 0.0], [0.0, 0.2, -0.2], [-0.4, -0.3, -0.3], [-0.3, -0.1, -0.2], [0.3, -0.2, -0.3], [0.3, 0.0, -0.1], [-0.5, 0.2, 0.1], [-0.2, 0.4, -0.1], [0.2, 0.9, -0.4], [-0.2, 0.2, -0.6], [-0.9, 0.3, 0.1], [-0.1, -0.7, 0.8], [0.5, 0.1, 1.0], [-0.3, -0.1, -0.8], [0.8, -0.7, 0.1]], "nbo_charge": [-0.601, -0.398, -0.217, -0.632, 0.216, -0.261, -0.506, -0.081, -0.412, -0.413, -0.432, -0.079, -0.508, 0.815, -0.718, -0.586, -0.085, -0.511, 0.216, 0.186, 0.210, 0.203, 0.205, 0.188, 0.196, 0.381, 0.208, 0.243, 0.231, 0.433, 0.441, 0.222, 0.235, 0.216, 0.213, 0.227, 0.231, 0.173, 0.206, 0.194, 0.259, 0.301, 0.162, 0.219, 0.203, -0.591, 2.612, -0.591, -0.599, -0.618, -0.592, -0.614], "multiplicity": 1}

[3]
{"formula": "HO5PS", "method": "ωB97M-V with the def2-TZVPD basis set", "symbols": ["O", "P", "O", "S", "O", "O", "O", "H"], "coordinates": [[-0.32749, -2.26326, 0.34054], [-1.44827, -1.45158, -0.18268], [-1.27812, 0.18776, 0.12173], [0.11779, 1.03435, 0.05849], [0.07866, 2.14423, -0.80892], [0.61640, 1.20365, 1.39117], [0.98566, -0.00904, -0.67058], [1.25537, -0.84611, -0.24976]], "forces_ev_per_a": [[-0.7, 1.0, -0.5], [0.3, -0.3, 0.7], [0.4, 0.2, -0.5], [1.6, -0.1, 2.2], [-1.1, -0.1, -0.3], [-1.0, -0.3, -0.7], [1.0, -0.7, -1.5], [-0.4, 0.4, 0.5]], "nbo_charge": [-1.009, 1.595, -1.019, 2.576, -0.867, -0.899, -0.924, 0.548], "smiles": "O=POS(=O)(=O)O", "multiplicity": 1, "relative_energy_kj_mol": 58.0}

Number 1: frontier orbital gap 11.31 eV. Number 2: frontier orbital gap 8.44 eV. Number 3: frontier orbital gap 10.36 eV.